{"formula": "C7H10Li4N2O8", "method": "ωB97M-V/def2-TZVPD", "symbols": ["Li", "Li", "Li", "Li", "C", "C", "C", "O", "C", "C", "C", "O", "O", "O", "H", "H", "O", "H", "O", "H", "O", "H", "H", "C", "O", "N", "N", "H", "H", "H", "H"], "xyz": [[-6.78215, -25.26586, 20.32572], [-6.00329, -29.09369, 20.62937], [-7.88173, -27.19270, 21.84203], [-6.14801, -27.53891, 18.20581], [-10.61724, -23.97168, 20.42060], [-9.90257, -25.03795, 20.97839], [-10.60588, -26.28232, 21.57947], [-9.80951, -27.25003, 21.70243], [-12.00270, -26.20579, 21.76207], [-12.70201, -25.11588, 21.22854], [-12.01131, -23.94281, 20.56602], [-12.65305, -22.95210, 20.19942], [-13.93568, -25.09994, 21.40972], [-8.63407, -25.13942, 20.83058], [-10.08769, -23.19511, 19.88565], [-12.46554, -27.09093, 22.16985], [-6.74408, -27.18097, 20.13041], [-7.55252, -27.21806, 19.59617], [-7.51711, -29.27370, 21.96242], [-6.85895, -29.06900, 22.64872], [-10.25748, -29.24521, 19.91543], [-10.94535, -29.05436, 19.26895], [-10.13967, -28.40004, 20.41675], [-8.79336, -26.32354, 17.09708], [-7.55712, -26.51895, 17.24894], [-9.51688, -25.59173, 17.96452], [-9.46174, -26.81044, 16.02038], [-8.98189, -25.19932, 18.72626], [-10.49800, -25.42606, 17.84699], [-9.11918, -27.64679, 15.57531], [-10.45404, -26.87903, 16.19980]], "forces_ev_per_angstrom": [[-1.3, -0.1, 0.3], [-1.9, 0.3, 1.1], [-1.2, -1.0, -0.3], [-1.0, 0.9, -0.1], [2.0, -2.1, 0.9], [-1.5, 1.1, -1.1], [-1.1, 1.6, -0.8], [0.3, -0.7, 0.7], [3.8, -1.2, -0.3], [-3.1, -0.4, 1.6], [-1.1, 2.0, -0.6], [-0.1, -0.9, 0.2], [0.9, 0.7, -0.9], [2.4, -0.2, -0.2], [-0.1, 0.2, 0.1], [-0.5, 0.2, 0.0], [1.6, -0.1, -1.5], [-0.5, -0.1, 0.6], [2.0, 1.0, -0.6], [-0.3, -0.5, 0.5], [0.2, 0.5, -0.5], [-0.1, -0.1, 0.2], [-0.1, -0.7, 0.3], [0.1, 0.2, 0.4], [0.1, -0.4, 0.4], [1.4, -0.6, -0.8], [-0.7, -0.4, 0.1], [-0.6, 0.2, 0.5], [-0.1, 0.2, 0.3], [0.4, 0.2, 0.0], [-0.1, 0.1, -0.4]], "nbo_charge": [0.956, 0.946, 0.907, 0.956, -0.490, 0.380, 0.391, -0.822, -0.480, 0.392, 0.418, -0.559, -0.571, -0.965, 0.202, 0.226, -1.404, 0.473, -1.314, 0.389, -0.975, 0.448, 0.500, 0.802, -0.862, -0.793, -0.801, 0.432, 0.427, 0.402, 0.391], "charge": 0, "relative_energy_kcal_mol": 0.0, "molar_mass_g_mol": 277.927, "lumo_ev": -2.43}